Record 1
19
Properties=species:S:1:pos:R:3 method="wB97M-V/def2-TZVPD" orbital_gap_ev=9.45 fmax_ev_per_a=3.1 e_above_lowest_kj_mol=242.7 total_energy_ev=-9831.39038 total_charge=0 spin_multiplicity=1
H -0.67 -0.42 -3.18
N -1.36 0.19 -2.69
N -1.31 0.09 -1.48
C -0.34 -0.71 -0.83
N 0.09 -1.74 -1.44
H 0.79 -2.27 -0.94
C 0.11 -0.02 0.41
C -0.95 -0.16 1.49
C 1.49 -0.44 0.88
C 0.05 1.65 -0.10
H -1.92 0.15 1.10
H -0.69 0.44 2.35
H -1.04 -1.20 1.81
H 1.82 0.24 1.67
H 2.21 -0.40 0.06
H 1.48 -1.45 1.29
H 0.32 2.15 0.82
H -0.91 2.08 -0.37
H 0.82 1.80 -0.86



Record 2
19
Properties=species:S:1:pos:R:3 method="wB97M-V/def2-TZVPD" orbital_gap_ev=9.14 fmax_ev_per_a=2.3 e_above_lowest_kj_mol=150.6 total_energy_ev=-9832.34574 total_charge=0 spin_multiplicity=1
H -2.29 -0.47 -1.48
N -2.82 0.20 -0.94
C -2.20 0.71 0.03
N -0.92 0.50 0.47
C -0.35 1.32 1.52
C -0.03 -0.38 -0.17
C -0.33 -1.66 -0.39
N 1.28 0.22 -0.31
C 2.40 -0.61 -0.66
H -2.71 1.50 0.58
H 0.14 0.68 2.25
H 0.54 1.90 1.04
H -1.14 1.90 1.99
H 0.38 -2.35 -0.81
H -1.29 -2.05 -0.10
H 1.26 1.10 -0.80
H 3.32 -0.02 -0.64
H 2.31 -1.07 -1.65
H 2.48 -1.42 0.08



Record 3
20
Properties=species:S:1:pos:R:3 method="wB97M-V/def2-TZVPD" orbital_gap_ev=8.30 fmax_ev_per_a=0.9 e_above_lowest_kj_mol=309.2 total_energy_ev=-11878.56593 total_charge=0 spin_multiplicity=1
C 0.56 -2.24 0.03
C 1.02 1.30 -1.08
C -1.20 -0.31 0.21
C 0.05 -0.83 0.00
C 0.80 0.43 0.13
N -2.48 -0.78 0.04
N 1.83 0.48 1.05
O -1.72 1.97 0.05
N -0.89 0.95 0.69
H -1.74 2.67 0.71
H -2.60 -1.42 -0.73
H -3.18 -0.05 0.06
H 1.86 -0.22 1.78
H 2.38 1.33 1.10
H -0.27 -2.94 -0.09
H 1.28 -2.43 -0.77
H 1.06 -2.48 0.98
H 0.14 1.31 -1.71
H 1.23 2.34 -0.78
H 1.88 0.93 -1.65



Record 4
20
Properties=species:S:1:pos:R:3 method="wB97M-V/def2-TZVPD" smiles="C=C(CC)N(N)C(N)=O" orbital_gap_ev=9.53 fmax_ev_per_a=2.9 e_above_lowest_kj_mol=104.2 total_energy_ev=-11880.69056 total_charge=0 spin_multiplicity=1
C 0.89 0.79 -1.53
C 0.45 -0.09 -0.64
C -0.31 -1.39 -1.08
C -1.80 -1.28 -0.78
N 0.52 0.02 0.74
N 0.90 -1.12 1.47
C 0.56 1.27 1.48
N 0.16 2.41 0.85
O 0.90 1.24 2.65
H 0.75 0.63 -2.58
H 1.47 1.66 -1.25
H -0.13 -1.54 -2.14
H 0.11 -2.24 -0.53
H -1.96 -1.13 0.28
H -2.24 -0.44 -1.32
H -2.32 -2.19 -1.08
H 1.91 -1.10 1.62
H 0.50 -1.03 2.40
H -0.02 3.20 1.46
H -0.33 2.35 -0.02



Record 5
20
Properties=species:S:1:pos:R:3 method="wB97M-V/def2-TZVPD" orbital_gap_ev=8.13 fmax_ev_per_a=1.5 e_above_lowest_kj_mol=473.7 total_energy_ev=-11876.86095 total_charge=0 spin_multiplicity=1
C 1.91 0.06 0.51
C 0.77 -0.42 -1.62
C -0.44 1.31 1.68
N 0.66 -0.33 -0.16
C -0.32 -1.35 0.76
C -0.72 0.35 0.56
N -2.14 -0.23 -1.21
N -1.81 0.52 -0.11
O -0.82 -2.26 0.16
H -1.82 -1.20 -1.16
H -3.15 -0.20 -1.31
H 0.14 -1.24 -1.98
H 1.80 -0.64 -1.91
H 1.79 -0.02 1.58
H 2.70 -0.62 0.20
H 2.20 1.08 0.24
H 0.44 0.50 -2.09
H -0.11 0.79 2.57
H 0.31 2.05 1.40
H -1.37 1.84 1.90



Record 6
21
Properties=species:S:1:pos:R:3 method="wB97M-V/def2-TZVPD" smiles="[H]/N=C(/N)C(=O)O.C/C=C/N" orbital_gap_ev=8.61 fmax_ev_per_a=5.7 e_above_lowest_kj_mol=245.2 total_energy_ev=-13927.13665 total_charge=0 spin_multiplicity=1
H -1.96 -1.84 0.31
N -1.59 -1.58 -0.59
C -1.42 -0.28 -0.71
N -0.95 0.18 -1.97
C -1.84 0.66 0.41
O -2.40 0.30 1.40
O -1.38 1.88 0.29
H -0.27 0.99 -1.69
H -0.58 -0.54 -2.53
H -1.26 2.10 -0.62
C 2.00 1.34 0.12
C 1.16 0.29 0.79
C 0.95 -0.96 0.39
N 0.52 -2.04 1.08
H 1.47 2.29 0.10
H 2.91 1.67 0.60
H 2.05 1.09 -0.95
H 1.08 0.54 1.84
H 1.18 -1.26 -0.67
H 0.17 -2.75 0.40
H 0.14 -2.09 2.00



Record 7
21
Properties=species:S:1:pos:R:3 method="wB97M-V/def2-TZVPD" orbital_gap_ev=8.63 fmax_ev_per_a=4.5 e_above_lowest_kj_mol=388.1 total_energy_ev=-22711.74071 total_charge=0 spin_multiplicity=1
C -1.15 -0.89 -0.12
C -0.51 1.49 0.05
C 1.16 -0.04 -1.09
C 0.61 -0.22 1.49
C 0.07 0.08 0.06
N -2.10 -0.83 0.79
N -2.59 -2.10 -1.36
N -1.40 -1.53 -1.23
O -4.65 -1.05 0.47
S -3.34 -1.57 0.25
H 0.19 2.16 0.37
H -1.01 1.69 -0.85
H -1.35 1.43 0.65
H 2.09 0.47 -0.71
H 0.86 0.34 -2.07
H 1.32 -1.06 -1.36
H 1.75 -0.20 1.48
H 0.25 -1.12 1.94
H 0.16 0.64 2.07
H -0.73 -1.44 -2.00
H -3.18 -2.80 1.13



Record 8
20
Properties=species:S:1:pos:R:3 method="wB97M-V/def2-TZVPD" orbital_gap_ev=9.89 fmax_ev_per_a=7.5 e_above_lowest_kj_mol=344.6 total_energy_ev=-11314.27518 total_charge=+1 spin_multiplicity=1
C 2.02 -0.80 0.98
N 1.34 0.46 0.57
C 0.23 0.49 -0.08
N -0.76 -0.95 -0.31
C -0.46 -2.28 -0.18
C -1.86 -0.33 -0.75
N -1.86 0.93 -0.77
N -0.60 1.41 -0.43
C -0.53 2.83 -0.43
H 1.27 -1.51 1.28
H 2.69 -1.22 0.27
H 2.57 -0.76 1.87
H 1.57 1.34 1.05
H -0.96 -2.85 -0.95
H 0.50 -2.52 -0.52
H -0.62 -2.85 0.64
H -2.79 -0.92 -0.80
H -0.81 3.17 -1.48
H -1.34 3.24 0.11
H 0.38 3.11 -0.07



Record 9
22
Properties=species:S:1:pos:R:3 method="wB97M-V/def2-TZVPD" s2=2.0243 orbital_gap_ev="4.49 / 6.76" fmax_ev_per_a=4.8 total_energy_ev=-15411.79026 total_charge=-1 spin_multiplicity=3
C -1.00 -1.47 -0.24
C -1.08 -0.20 -1.21
C 0.42 -0.18 1.33
C 0.23 1.03 2.14
C 1.27 0.36 -1.40
N 1.51 -0.88 1.12
N -0.76 -0.96 1.11
N -0.10 0.71 -0.86
N 2.76 -0.52 1.31
O 3.18 0.64 1.53
O 3.54 -1.48 1.15
H -1.82 -2.15 -0.33
H -0.30 -2.21 -0.51
H -1.05 -0.72 -2.17
H -2.17 0.06 -0.96
H -0.23 0.87 3.21
H -0.39 1.71 1.71
H 1.28 1.37 2.33
H 1.17 0.62 -2.55
H 2.05 1.21 -1.06
H 1.80 -0.55 -1.24
H -1.58 -0.39 1.38



Record 10
18
Properties=species:S:1:pos:R:3 method="wB97M-V/def2-TZVPD" s2=0.7536 orbital_gap_ev="3.50 / 7.19" fmax_ev_per_a=4.2 e_above_lowest_kj_mol=246.4 total_energy_ev=-8897.60837 total_charge=-1 spin_multiplicity=2
C 1.03 0.76 -2.33
C -0.06 -0.13 -1.41
C 0.29 -0.57 -0.02
C 1.43 -1.19 0.35
C -1.72 -1.57 0.72
N -0.90 -0.55 0.80
H 0.75 0.70 -3.40
H 0.81 1.78 -1.87
H 2.09 0.55 -2.17
H -0.34 -1.15 -2.01
H -0.94 0.49 -1.20
H 2.33 -1.17 -0.17
H 1.60 -1.59 1.37
H -2.71 -1.56 1.17
H -1.30 -2.61 0.47
H -0.15 1.57 2.02
H 0.55 3.05 2.01
O -0.28 2.50 1.80



Record 11
18
Properties=species:S:1:pos:R:3 method="wB97M-V/def2-TZVPD" s2=0.7528 orbital_gap_ev="2.76 / 8.23" fmax_ev_per_a=1.1 e_above_lowest_kj_mol=134.4 total_energy_ev=-8898.76877 total_charge=-1 spin_multiplicity=2
O -0.43 2.94 0.49
C 0.14 2.24 1.33
C 0.72 0.88 1.08
C 2.18 0.78 1.51
H 0.16 2.55 2.40
H 0.60 0.67 0.02
H 0.13 0.15 1.67
H 2.79 1.46 0.91
H 2.58 -0.24 1.38
H 2.32 1.05 2.56
C -2.01 -0.79 -0.98
C -1.44 -1.34 -2.05
N -0.96 -2.64 -2.17
H -2.09 -1.32 -0.04
H -2.39 0.22 -1.04
H -1.33 -0.75 -2.95
H -0.77 -3.10 -1.29
H -0.21 -2.75 -2.83



Record 12
18
Properties=species:S:1:pos:R:3 method="wB97M-V/def2-TZVPD" s2=0.7534 orbital_gap_ev="3.54 / 7.04" fmax_ev_per_a=3.1 e_above_lowest_kj_mol=92.1 total_energy_ev=-8899.20800 total_charge=-1 spin_multiplicity=2
O -3.45 -0.42 0.38
C -2.43 0.17 -0.10
C -0.96 0.04 0.51
C -0.05 0.02 -0.73
C 1.42 -0.38 -0.52
C 2.28 0.82 -0.12
N -0.88 -1.23 1.24
H -2.47 1.08 -0.76
H -0.91 0.92 1.16
H -0.05 0.97 -1.27
H -0.49 -0.75 -1.37
H 1.47 -1.01 0.38
H 1.80 -0.99 -1.34
H 3.36 0.63 -0.10
H 2.31 1.54 -0.97
H 1.87 1.44 0.66
H -1.62 -1.77 0.78
H -1.20 -1.07 2.17



Record 13
18
Properties=species:S:1:pos:R:3 method="wB97M-V/def2-TZVPD" smiles="CC=O.C=C.C=N" orbital_gap_ev=10.52 fmax_ev_per_a=0.5 e_above_lowest_kj_mol=284.6 total_energy_ev=-8898.74738 total_charge=0 spin_multiplicity=1
C 0.15 -2.24 -1.78
C 0.59 -1.26 -0.73
O 0.66 -1.51 0.46
H 1.04 -2.68 -2.24
H -0.42 -1.73 -2.57
H -0.45 -3.03 -1.34
H 0.94 -0.28 -1.12
C 1.39 1.80 1.02
C 0.63 1.63 2.09
H 1.58 2.77 0.57
H 1.87 0.94 0.55
H 0.47 0.64 2.51
H 0.14 2.47 2.58
C -1.72 0.43 0.39
N -1.49 0.10 -0.81
H -1.41 -0.26 1.19
H -2.18 1.37 0.70
H -1.76 0.83 -1.46